1.
67
Properties=species:S:1:pos:R:3:mulliken_charge:R:1 method="wB97M-V/def2-TZVPD" fmax_ev_per_a=5.2 total_energy_ev=-75711.7403 homo_energy_ha=-0.4629 relative_energy_ev=0.927 spin_multiplicity=1 orbital_gap_ha=0.219 charge=+1
Hg -16.62893 -34.84940 -33.11736 1.421
C -18.50063 -34.75515 -30.13624 -0.843
C -19.46751 -34.59234 -31.28179 0.914
O -18.83393 -34.95544 -32.44402 -0.700
H -18.85067 -34.87384 -29.11082 0.509
H -17.86632 -33.87209 -30.05904 0.003
H -17.88329 -35.65301 -30.16494 -0.180
H -19.91738 -33.59992 -31.31012 -0.160
H -20.28860 -35.30864 -31.25302 0.157
C -22.75735 -35.03030 -33.71484 -0.042
C -21.48053 -35.24804 -34.50951 0.010
O -21.89828 -36.14449 -35.58913 -0.432
S -23.04880 -37.21742 -35.03546 1.021
O -22.47543 -38.35279 -34.29365 -0.475
O -23.92487 -37.47515 -36.15889 -0.533
O -23.59959 -36.13498 -33.97758 -0.373
H -23.33957 -34.16286 -34.02576 0.232
H -22.44840 -34.99593 -32.67011 0.171
H -20.66285 -35.78000 -34.02319 0.064
H -21.09780 -34.29205 -34.86687 0.302
C -20.66549 -38.57669 -29.70256 -0.177
C -20.41413 -38.56841 -31.18187 0.104
O -19.55726 -39.59438 -31.42263 -0.379
S -19.87070 -40.85468 -30.37665 1.088
O -18.58323 -41.55666 -30.26596 -0.509
O -21.09134 -41.54904 -30.79337 -0.509
O -20.33384 -39.76411 -29.18101 -0.360
H -21.75222 -38.54444 -29.62455 0.366
H -20.02843 -37.77039 -29.33906 0.207
H -19.73731 -37.76532 -31.47349 -0.163
H -21.35303 -38.66481 -31.72709 0.332
O -16.48869 -32.82109 -31.80041 -0.529
C -16.42245 -31.65160 -31.43098 0.442
O -17.31071 -31.24656 -30.63058 -0.285
C -17.49060 -29.76889 -30.62991 -0.017
C -16.34714 -29.20847 -31.45902 -0.551
C -15.46556 -30.49203 -31.71776 -0.619
H -17.62343 -29.49911 -29.58220 0.366
H -18.46707 -29.42660 -30.97262 -0.127
H -16.00062 -28.41346 -30.79873 0.284
H -16.78395 -28.73921 -32.34054 0.317
H -14.43692 -30.52060 -31.35833 0.369
H -15.26865 -30.51658 -32.78955 0.286
O -22.33543 -31.75784 -34.67220 -0.586
C -22.32806 -31.04474 -33.63475 0.466
O -23.28154 -30.18969 -33.14855 -0.349
C -22.75978 -29.22071 -32.17734 -0.479
C -21.22890 -29.50515 -32.07289 -0.639
C -21.18405 -31.05277 -32.68012 -0.110
H -23.15250 -29.43275 -31.18290 0.309
H -22.82704 -28.15338 -32.38801 0.335
H -20.91357 -29.52142 -31.02963 0.302
H -20.74369 -28.81058 -32.75863 0.330
H -21.51687 -31.76680 -31.92680 0.057
H -20.18893 -31.31037 -33.04271 0.357
O -15.75906 -35.74372 -31.19664 -0.569
C -15.49288 -36.89628 -30.89767 0.429
O -14.24541 -37.30504 -31.06052 -0.340
C -14.11351 -38.63849 -30.79740 -0.519
C -15.51529 -39.26025 -31.01627 -0.775
C -16.38275 -38.05793 -30.49382 0.047
H -13.67869 -38.83247 -29.81689 0.336
H -13.54524 -39.14283 -31.57894 0.351
H -15.49962 -40.24838 -30.55644 0.387
H -15.65151 -39.36189 -32.09294 0.313
H -16.72707 -38.09715 -29.46038 0.471
H -17.26367 -38.09240 -31.13483 -0.126

=====

2.
10
Properties=species:S:1:pos:R:3:mulliken_charge:R:1 method="wB97M-V/def2-TZVPD" fmax_ev_per_a=2.8 total_energy_ev=-15047.0649 smiles="C=C1C(F)(F)C1(F)F" homo_energy_ha=-0.4035 relative_energy_ev=0.995 spin_multiplicity=1 orbital_gap_ha=0.388
C -0.46487 0.09049 0.23092 -0.191
C -1.73269 -0.06665 -0.10118 -0.552
C 0.78599 -0.72972 0.21400 0.540
C 0.78549 0.79926 0.19882 0.639
F 1.14281 -1.29223 -0.96739 -0.249
F 1.27836 -1.50098 1.15669 -0.263
F 1.31660 1.59560 1.11626 -0.263
F 1.13654 1.38779 -0.98044 -0.256
H -2.25361 0.78651 -0.35814 0.323
H -1.99462 -1.07007 -0.50953 0.273

=====

3.
29
Properties=species:S:1:pos:R:3:mulliken_charge:R:1 method="wB97M-V/def2-TZVPD" fmax_ev_per_a=2.3 total_energy_ev=-16645.2437 smiles="C=NC(=C)CCN.O.O.O.O" homo_energy_ha=-0.3260 relative_energy_ev=3.203 spin_multiplicity=1 orbital_gap_ha=0.344
C -2.02970 -0.01355 0.86537 -0.698
C -1.47044 0.66903 -0.40238 -0.853
C 0.03276 0.48572 -0.40952 0.661
C 0.65717 -0.40365 -1.19470 -1.261
C 1.27578 1.44726 1.35370 -0.215
N 0.74165 1.51104 0.21754 -0.311
N -1.72498 -1.45680 0.86666 -0.586
H -3.17803 0.01927 0.74056 0.368
H -1.71656 0.39567 1.88070 0.297
H -1.95924 0.15919 -1.21253 0.467
H -1.77860 1.69489 -0.48013 0.581
H -0.03700 -0.82716 -1.94837 0.144
H 1.72535 -0.63876 -1.25709 0.487
H 1.05921 0.72029 2.15150 0.206
H 1.82167 2.31031 1.75191 0.288
H -1.84911 -1.86820 -0.06232 0.308
H -2.44591 -1.97181 1.36562 0.181
H 1.25680 -2.14690 2.73691 0.367
H 0.12844 -1.21120 2.38344 0.299
O 0.75647 -1.41083 3.09886 -0.730
H 2.44627 0.91592 -2.62084 0.305
H 2.97929 2.09692 -1.90186 0.319
O 2.33884 1.87618 -2.59519 -0.625
H 0.63957 -3.92436 0.97360 0.289
H -0.11990 -2.58862 0.77400 0.395
O 0.73529 -2.97082 1.06601 -0.671
H 0.51999 2.63809 -3.04146 0.340
H -0.38975 2.10827 -2.07706 0.341
O -0.41534 2.38461 -3.02295 -0.691

=====

4.
20
Properties=species:S:1:pos:R:3:mulliken_charge:R:1 method="wB97M-V/def2-TZVPD" fmax_ev_per_a=0.4 total_energy_ev=-9385.6596 homo_energy_ha=-0.0950 relative_energy_ev=1.203 spin_multiplicity=1 orbital_gap_ha=0.249 charge=-1
C 1.47289 -0.19065 -0.44356 -0.619
O 1.15020 0.56963 0.62200 -0.873
C 2.07193 -1.54998 -0.06209 -0.177
N 2.39079 -2.38555 -1.24163 -0.617
H 0.58644 -0.43295 -1.10432 0.194
H 2.21006 0.29361 -1.12957 0.272
H 2.97176 -1.37095 0.53087 0.192
H 1.35265 -2.03419 0.61000 0.198
H 2.01162 -3.31570 -1.12667 0.221
H 1.89453 -1.98910 -2.03377 0.239
C -1.96199 0.13960 1.01484 -0.701
N -2.20680 1.09653 -0.05447 -0.370
C -1.42915 2.31386 0.12845 -0.728
H -0.88597 -0.07295 1.03680 0.208
H -2.23287 0.52562 2.01243 0.286
H -2.54046 -0.76696 0.83382 0.269
H -3.19185 1.31575 -0.12136 0.197
H -1.74048 2.88344 1.02271 0.290
H -1.54529 2.95305 -0.75524 0.260
H -0.37802 2.01791 0.26077 0.257

=====

5.
9
Properties=species:S:1:pos:R:3:mulliken_charge:R:1 method="wB97M-V/def2-TZVPD" fmax_ev_per_a=4.0 s_squared=0.767 total_energy_ev=-10770.3561 homo_energy_ha="-0.5774 / -0.6468" relative_energy_ev=2.457 spin_multiplicity=2 orbital_gap_ha="0.225 / 0.294" charge=+2
H -3.51733 -1.35347 -1.10967 0.398
F -0.39592 1.39183 0.45438 -0.227
O 0.34275 -0.56489 -0.08104 -0.757
O -2.82915 -0.69982 -1.31114 -0.357
C -0.62446 0.12645 0.21046 0.614
C -2.12022 -0.57617 1.00959 -0.445
C -2.30922 -0.15741 -0.24605 0.411
H -2.34809 -0.11764 1.97029 0.339
Sr 2.81119 -0.64657 -0.18700 2.023

=====

6.
85
Properties=species:S:1:pos:R:3:mulliken_charge:R:1 method="wB97M-V/def2-TZVPD" fmax_ev_per_a=10.0 total_energy_ev=-75453.3576 homo_energy_ha=-0.1519 spin_multiplicity=1 orbital_gap_ha=0.139 charge=-1
C -0.40949 0.38662 -4.82766 -0.800
C -1.04790 -0.91985 -4.02961 0.337
O -1.77025 -1.79948 -4.76506 -0.633
N -0.86179 -1.22751 -2.56189 0.037
C -1.46804 -0.15640 -1.66385 0.114
C -0.80222 -0.38341 -0.17069 -0.507
C 0.01690 0.90034 0.42248 -0.739
C 1.44875 1.23134 -0.28643 0.036
C 1.92483 0.20215 -1.46408 1.006
O 2.20092 -1.22288 -1.12877 -0.319
P 3.52292 -1.95537 -1.99254 -0.261
O 4.37583 -0.45064 -2.29288 -0.320
C 3.36022 0.65014 -2.19794 -0.029
O 3.90376 1.99556 -1.84378 -0.463
H -0.96067 0.50128 -5.86505 0.287
H 0.75575 0.27888 -5.03383 0.214
H -0.56893 1.40760 -4.25271 0.231
H -1.17325 -2.18635 -2.29894 0.285
H -1.33457 0.92366 -2.09595 0.330
H -2.63320 -0.37719 -1.61205 -0.432
H -1.72719 -0.56111 0.56303 0.348
H -0.19848 -1.41199 -0.13160 0.243
H 0.25440 0.64856 1.56506 0.295
H -0.66340 1.87823 0.46344 0.250
H 2.28660 1.20067 0.55688 -0.217
H 1.43016 2.32191 -0.76880 0.303
H 1.16949 0.44033 -2.33377 -0.747
H 2.71827 -3.16760 -1.89922 -0.014
H 2.72286 -1.67307 -3.16367 -0.130
H 4.42563 -2.80112 -2.73341 -0.030
H 4.07331 -2.19196 -0.67244 -0.088
H 3.14030 0.81483 -3.36040 0.094
H 4.65263 2.15796 -2.51740 0.358
O -8.95321 -2.64224 -2.06002 -0.717
P -8.26404 -1.69418 -1.04835 0.960
O -6.85034 -2.56650 -0.97398 -0.345
C -6.17088 -2.93928 -2.16142 -0.455
C -5.09696 -1.92897 -2.51167 -0.776
O -8.98314 -2.35392 0.30006 -0.360
C -10.27943 -2.92588 0.20168 -0.317
C -10.17699 -4.43135 0.01777 -1.034
O -7.49400 -0.63486 0.08203 -0.321
C -6.60151 0.36210 -0.37239 0.106
C -7.16384 1.20121 -1.49957 -1.230
H -6.85353 -3.06781 -3.00446 0.345
H -5.70135 -3.90899 -1.97075 0.343
H -5.54323 -0.96995 -2.79065 0.199
H -4.49760 -2.28236 -3.35936 0.480
H -4.43087 -1.75453 -1.66058 0.077
H -10.85425 -2.45691 -0.60380 0.324
H -10.81078 -2.71118 1.13440 0.355
H -9.47526 -4.70398 -0.77562 0.268
H -11.15477 -4.86083 -0.21867 0.346
H -9.80392 -4.90057 0.93368 0.283
H -5.65085 -0.09579 -0.64598 0.071
H -6.39144 1.01561 0.48197 0.341
H -7.42600 0.58821 -2.36757 0.358
H -6.43511 1.95067 -1.81741 0.380
H -8.07845 1.71244 -1.17915 0.337
O 6.92443 2.85001 2.02591 -0.711
P 6.03231 2.16111 3.08740 1.018
O 7.29008 1.38761 3.85209 -0.336
C 8.43765 2.11198 4.26316 -0.247
C 8.31361 2.54970 5.70875 -1.065
O 5.57590 0.89338 2.11009 -0.425
C 5.47978 1.08232 0.70572 0.336
C 6.75687 0.61805 0.02438 -1.317
O 5.03549 1.39137 4.27347 -0.277
C 4.89004 1.96176 5.55817 -0.031
C 4.53463 3.43260 5.52411 -1.197
H 8.62990 2.97739 3.62491 0.284
H 9.29386 1.43777 4.16566 0.337
H 7.51766 3.29152 5.82215 0.212
H 9.25012 3.00290 6.05554 0.408
H 8.07527 1.69972 6.35620 0.251
H 5.24807 2.12537 0.46590 0.316
H 4.63880 0.48159 0.34478 -0.124
H 7.65191 1.02953 0.49959 0.393
H 6.75961 0.90427 -1.03131 0.300
H 6.84668 -0.47098 0.08914 0.293
H 5.79101 1.77801 6.14363 0.127
H 4.08280 1.41610 6.05992 0.338
H 5.29431 4.01972 4.99865 0.347
H 4.43979 3.82573 6.53911 0.369
H 3.58702 3.58718 4.99621 0.344

=====

What did the second record say?
10
Properties=species:S:1:pos:R:3:mulliken_charge:R:1 method="wB97M-V/def2-TZVPD" fmax_ev_per_a=2.8 total_energy_ev=-15047.0649 smiles="C=C1C(F)(F)C1(F)F" homo_energy_ha=-0.4035 relative_energy_ev=0.995 spin_multiplicity=1 orbital_gap_ha=0.388
C -0.46487 0.09049 0.23092 -0.191
C -1.73269 -0.06665 -0.10118 -0.552
C 0.78599 -0.72972 0.21400 0.540
C 0.78549 0.79926 0.19882 0.639
F 1.14281 -1.29223 -0.96739 -0.249
F 1.27836 -1.50098 1.15669 -0.263
F 1.31660 1.59560 1.11626 -0.263
F 1.13654 1.38779 -0.98044 -0.256
H -2.25361 0.78651 -0.35814 0.323
H -1.99462 -1.07007 -0.50953 0.273